Record 1
Density functional theory data (ωB97M-V with the def2-TZVPD basis set) for one molecule with the formula C16H15N5O5.

Geometry as XYZ:
```
41
Properties=species:S:1:pos:R:3:lowdin_charge:R:1
C 3.6699 0.1849 2.3432 -0.077
C 3.3526 -1.0752 1.8271 -0.063
C 2.0161 -1.4284 1.6072 -0.033
C 0.9907 -0.5221 1.8735 -0.219
C -0.4058 -0.9098 1.4983 -0.238
C -1.2965 -0.9031 2.7577 -0.114
C -2.6347 -0.3349 2.3431 -0.155
C -2.4583 0.3987 1.0307 -0.091
N -1.0742 0.0816 0.5863 0.029
C 1.2991 0.7136 2.4830 -0.036
C 2.6453 1.0787 2.6641 -0.066
H 4.7025 0.4643 2.5005 0.103
H 4.1358 -1.8074 1.5819 0.113
H 1.7495 -2.4030 1.1750 0.125
H -0.4247 -1.9220 1.0591 0.138
H -1.3921 -1.9155 3.1638 0.128
H -0.8315 -0.3489 3.5829 0.115
H -3.3396 -1.1463 2.2517 0.111
H -3.0800 0.3290 3.0748 0.116
H -3.1907 0.2290 0.2362 0.136
H -2.4309 1.4729 1.2577 0.133
H -0.5332 0.9399 0.6924 0.082
H 0.4971 1.4103 2.7973 0.126
H 2.8634 2.0775 3.0553 0.110
O -0.0431 2.5697 -5.4549 0.049
N -0.5059 1.4449 -5.1724 -0.328
O -1.0025 0.6982 -6.0539 0.021
C -0.4612 0.9431 -3.8081 -0.099
C -0.7605 -0.4234 -3.5502 0.092
C -0.7584 -0.9347 -2.2458 -0.124
N -0.6354 -2.3757 -2.1698 -0.341
O -0.8331 -3.0206 -3.2307 0.027
O -0.3654 -2.9351 -1.0828 0.009
C -0.3461 -0.2040 -1.0139 0.001
C 0.1017 1.1707 -1.3978 -0.170
N 0.3590 2.1911 -0.5275 0.148
O 0.4146 3.3557 -1.3635 -0.074
N 0.2548 3.0404 -2.6989 0.167
C 0.0452 1.6837 -2.7042 -0.171
H -0.9101 -1.0714 -4.4224 0.137
H 0.6163 -0.7963 -0.5458 0.183
```

gap between HOMO and LUMO = 7.30 eV
LUMO = -0.0331 Ha
spin multiplicity = 1
relative energy (zero: lowest compared OMol25 entry of this formula, charge and spin) = 232.15 kcal per mole
net charge = 0
F_max = 3.953 eV/A
molar mass = 357.3 u
SMILES = O=[N+]([O-])C1=CC(=[N+]([O-])[O-])[C@H]([N@H+]2CCC[C@@H]2c2ccccc2)c2nonc21

***

Record 2
Density functional theory data (ωB97M-V with the def2-TZVPD basis set) for C16H16Al2B2Br8O16 as an isolated structure.

Geometry as XYZ:
```
60
Properties=species:S:1:pos:R:3:lowdin_charge:R:1
Al -4.4854 6.2692 -18.7245 1.000
Al -2.8634 -7.2045 -8.1848 1.000
O -6.3419 -5.5195 -13.8103 0.193
C -6.8438 -4.6875 -14.6355 -0.230
O -7.5844 -3.6428 -14.3748 0.284
B -7.8283 -2.8507 -15.6086 -0.767
O -7.2730 -3.6854 -16.7035 0.271
C -6.6123 -4.7341 -16.2346 -0.250
O -5.9467 -5.5672 -16.8524 0.243
O -7.0602 -1.5929 -15.6301 0.295
C -7.8682 -0.6076 -15.8145 -0.316
O -7.5288 0.5291 -16.1345 0.242
C -9.3009 -1.1215 -15.7954 -0.320
O -9.2215 -2.3958 -15.8058 0.315
O -10.3177 -0.4614 -15.9762 0.278
O 1.7073 -5.3418 -16.1163 0.215
C 0.8976 -4.4009 -16.1306 -0.317
O 0.9113 -3.4202 -16.9940 0.280
B -0.0936 -2.4134 -16.5715 -0.764
O -0.6138 -2.9100 -15.2475 0.281
C -0.1045 -4.0742 -15.0629 -0.379
O -0.2874 -4.8265 -14.1149 0.199
O 0.5472 -1.0657 -16.2858 0.240
C -0.2706 -0.1669 -16.8704 -0.284
O -0.2927 1.0773 -16.7518 0.171
C -1.3356 -0.8767 -17.7122 -0.352
O -1.0646 -2.1056 -17.5946 0.304
O -2.2575 -0.2529 -18.2775 0.169
Br 6.7794 5.9659 -12.6129 0.795
C 5.4309 7.3286 -12.9163 -0.668
C 4.0391 6.8978 -12.3279 -0.690
Br 3.0018 8.4883 -12.3152 0.828
H 5.3915 7.6153 -13.9672 0.072
H 5.8743 8.1215 -12.3140 0.043
H 4.1443 6.3553 -11.3884 0.066
H 3.5026 6.1999 -12.9707 0.059
Br 7.2381 -1.8251 -17.8118 0.761
C 6.7380 -0.1018 -18.6836 -0.660
C 7.0149 1.0492 -17.7685 -0.675
Br 6.6423 2.7014 -18.7601 0.771
H 5.6962 -0.1390 -19.0021 0.067
H 7.2915 0.0593 -19.6087 0.064
H 8.0142 1.0145 -17.3347 0.072
H 6.3232 1.1020 -16.9277 0.060
Br 4.7813 -7.5410 -9.3245 0.710
C 6.5987 -8.1453 -9.8125 -0.653
C 6.6011 -8.2461 -11.2892 -0.671
Br 8.4374 -8.5876 -11.9759 0.800
H 6.7759 -9.1256 -9.3701 0.076
H 7.3287 -7.4563 -9.3879 0.071
H 6.2695 -7.3228 -11.7642 0.056
H 6.0004 -9.0636 -11.6879 0.072
Br -7.7322 -3.0623 -22.5467 0.716
C -6.7175 -4.4863 -23.6232 -0.547
C -5.2182 -4.2329 -23.4237 -0.588
Br -4.1785 -5.3604 -24.7703 0.741
H -7.0943 -4.3084 -24.6304 0.060
H -7.0245 -5.4558 -23.2309 0.074
H -4.8724 -4.6731 -22.4884 0.057
H -4.8546 -3.2060 -23.4601 0.061
```

gap between HOMO and LUMO = 1.06 eV
LUMO = -0.5429 Ha
spin multiplicity = 1
relative energy (zero: lowest compared OMol25 entry of this formula, charge and spin) = 54.29 kcal per mole
net charge = +4
F_max = 6.320 eV/A
molar mass = 1179.1 u